C6H14N3 | ωB97M-V with the def2-TZVPD basis set

```
23
Properties=species:S:1:pos:R:3:mulliken_charge:R:1
C 2.31355 0.23658 -0.07570 -1.445
C 1.01430 0.26079 -0.36228 1.029
N 0.08783 1.20595 -0.47515 -0.028
C 0.45486 2.44904 -1.09517 -0.914
C -1.35192 0.87106 -0.32221 -0.478
C -1.50734 -0.01919 0.89761 -0.641
N -0.82970 -1.32125 0.59248 -0.056
N 0.27777 -1.32739 -0.32001 -0.309
C 1.12274 -2.46916 -0.04057 -1.140
H 2.87159 -0.56581 0.07456 0.430
H 2.79540 1.23958 -0.13232 0.142
H -0.29777 3.14390 -0.76223 0.351
H 1.49386 2.72789 -0.63184 0.299
H 0.33178 2.39832 -2.17205 0.302
H -1.71483 0.33993 -1.20971 0.317
H -1.73054 1.90550 -0.21212 0.374
H -1.01605 0.55525 1.67608 0.349
H -2.61271 -0.30308 1.05069 0.353
H -0.48190 -1.69009 1.62544 0.436
H -1.60683 -1.83269 0.11515 0.399
H 1.67169 -2.31107 0.85974 0.513
H 0.43348 -3.27898 0.00200 0.328
H 1.91089 -2.52807 -0.79364 0.389
```

Results
Electronic energy (Eh): -400.887353
Charge: +1
Structure (SMILES): C=C1N(C)CC[NH2+]N1C
E_HOMO (eV): -11.946
Max |F| (hartree/bohr): 0.111